This record from the OMol25 dataset describes 9 unconnected molecules or ions with the total composition C53H45F8N in a non-equilibrium geometry. The level of theory is ωB97M-V with the def2-TZVPD basis set.

Summary:
2S+1: 1
E_tot, eV: -78918.8605
SMILES: Fc1ccccc1.Fc1ccccc1.Fc1ccccc1.Fc1ccccc1.Fc1ccccc1.Fc1ccccc1.Fc1ccccc1.Fc1ccccc1.c1ccncc1

The geometry in XYZ format:
```
107
Properties=species:S:1:pos:R:3:lowdin_charge:R:1
F 2.44988 -2.97518 -2.38361 0.060
C 1.18746 -3.40745 -2.49757 -0.316
C 0.17556 -2.71429 -1.89987 -0.016
C -1.09383 -3.22908 -2.03445 -0.088
C -1.33637 -4.35558 -2.80218 -0.092
C -0.29148 -5.08829 -3.43430 -0.033
C 1.03365 -4.55280 -3.23681 0.000
H 0.43326 -1.82268 -1.34759 0.101
H -1.94304 -2.72451 -1.59782 0.088
H -2.38079 -4.54465 -3.00180 0.086
H -0.41425 -5.97226 -4.04250 0.095
H 1.76473 -5.17283 -3.73430 0.111
F 0.45129 2.23816 4.56228 0.088
C 0.89954 3.13704 5.40131 -0.319
C -0.05206 3.82594 6.14716 -0.017
C 0.31115 4.91084 6.91985 -0.071
C 1.68332 5.20433 7.00473 -0.106
C 2.62441 4.43070 6.37934 -0.088
C 2.23162 3.38060 5.55603 -0.011
H -1.08767 3.54008 6.03671 0.113
H -0.40202 5.45529 7.52098 0.103
H 2.00708 6.04987 7.59350 0.098
H 3.66227 4.68003 6.54388 0.106
H 2.92650 2.81051 4.95726 0.116
F 7.12873 -0.98796 -2.43588 0.040
C 6.44249 -0.17005 -1.59308 -0.252
C 5.05640 -0.39986 -1.42031 0.001
C 4.34161 0.47630 -0.63665 -0.097
C 5.01171 1.50033 0.00608 -0.099
C 6.38535 1.77060 -0.16767 -0.066
C 7.10683 0.89321 -0.99274 -0.019
H 4.53954 -1.16743 -1.97716 0.107
H 3.30121 0.27678 -0.42655 0.090
H 4.44229 2.17597 0.62712 0.078
H 6.87025 2.57294 0.36853 0.099
H 8.16177 0.98831 -1.20357 0.111
F 1.23745 -0.46993 -6.84167 0.060
C 1.69562 0.03050 -5.69242 -0.271
C 2.56087 1.11731 -5.75057 -0.024
C 2.92464 1.76160 -4.58225 -0.066
C 2.37133 1.34445 -3.34063 -0.070
C 1.58226 0.17157 -3.29338 -0.091
C 1.19992 -0.46141 -4.45104 -0.009
H 2.96806 1.35535 -6.72213 0.114
H 3.57618 2.62178 -4.53743 0.098
H 2.57676 1.95205 -2.47170 0.073
H 1.23321 -0.11191 -2.31143 0.061
H 0.46257 -1.25040 -4.43623 0.103
F -2.14086 -3.37528 0.88471 0.050
C -3.49828 -3.36134 0.88057 -0.294
C -4.22602 -4.34754 0.26690 -0.012
C -5.61325 -4.25433 0.27070 -0.058
C -6.21038 -3.17912 0.92356 -0.117
C -5.48400 -2.22781 1.52466 -0.096
C -4.10894 -2.32547 1.51083 -0.028
H -3.70060 -5.18455 -0.16871 0.118
H -6.27932 -4.98515 -0.16366 0.105
H -7.28249 -3.05013 0.90497 0.106
H -6.15082 -1.50242 1.96690 0.116
H -3.57767 -1.47320 1.90807 0.108
F -0.85195 -2.00829 4.55123 0.036
C -2.18587 -2.30268 4.70202 -0.265
C -3.09029 -1.28406 5.03135 -0.025
C -4.43574 -1.55194 5.19116 -0.071
C -4.85431 -2.87443 4.98249 -0.106
C -3.95874 -3.85201 4.65470 -0.096
C -2.61764 -3.58086 4.47109 -0.021
H -2.69455 -0.27956 5.05889 0.114
H -5.13520 -0.77903 5.47357 0.105
H -5.89308 -3.13633 5.11948 0.104
H -4.41042 -4.80222 4.41075 0.112
H -1.92343 -4.39714 4.33634 0.124
F -4.82993 -1.56401 -2.09048 0.026
C -3.93937 -1.23128 -3.08736 -0.268
C -3.76804 -2.14313 -4.14763 -0.031
C -2.96019 -1.77693 -5.20929 -0.070
C -2.38140 -0.48747 -5.16611 -0.075
C -2.50162 0.36889 -4.03967 -0.065
C -3.30193 -0.02541 -2.98989 -0.044
H -4.22170 -3.12313 -4.13393 0.111
H -2.73866 -2.47817 -6.00022 0.108
H -1.71413 -0.30596 -5.99570 0.091
H -1.93807 1.28098 -3.90969 0.104
H -3.53035 0.53907 -2.09793 0.120
F 2.22907 1.94071 2.24591 -0.003
C 1.20217 1.18554 1.61730 -0.218
C 0.95998 1.46624 0.30911 -0.043
C -0.13010 0.89909 -0.33704 -0.080
C -0.96083 0.01594 0.35801 -0.074
C -0.71355 -0.26896 1.72690 -0.048
C 0.38042 0.31394 2.33978 -0.012
H 1.72028 2.10448 -0.11632 0.099
H -0.39674 1.00868 -1.37785 0.092
H -1.74105 -0.56792 -0.10755 0.086
H -1.40861 -0.94658 2.20031 0.074
H 0.64593 0.16560 3.37607 0.106
C 1.79771 5.03161 -0.08474 -0.100
C 1.33836 5.08666 -1.35469 -0.096
C 2.26334 4.98191 -2.39573 -0.118
N 3.61162 4.77903 -2.14082 0.057
C 4.06139 4.80572 -0.86931 -0.159
C 3.17773 4.91662 0.20070 -0.066
H 1.09840 5.09996 0.73544 0.108
H 0.30313 5.32352 -1.55118 0.104
H 1.97949 4.99734 -3.43764 0.097
H 5.11356 4.65052 -0.68154 0.094
H 3.60030 4.97790 1.19271 0.100
```

***

This record from the OMol25 dataset describes a molecular structure, C53H47As2Br4CsF2N4O2S3. The level of theory is ωB97M-V with the def2-TZVPD basis set.

Summary:
Charge: -2
2S+1: 1
E_tot, eV: -506106.4628

The geometry in XYZ format:
```
118
Properties=species:S:1:pos:R:3:lowdin_charge:R:1
Cs 0.75731 -1.67262 -1.81465 0.878
C 3.66231 -0.42271 -5.34623 -0.311
As 2.92150 0.50062 -3.78646 1.111
C 4.52078 1.46496 -3.19256 -0.331
C 2.01282 1.98485 -4.72395 -0.414
C 2.78903 2.95630 -5.35658 -0.133
C 2.22280 4.07752 -5.94114 -0.111
C 0.84684 4.24107 -5.89296 -0.112
C 0.06351 3.26855 -5.29083 -0.129
C 0.61676 2.12604 -4.70894 -0.402
As -0.55424 0.68165 -3.98558 1.111
C -2.22719 1.70227 -3.79640 -0.326
C -0.97815 -0.13032 -5.71280 -0.298
H 4.21051 0.26019 -5.99744 0.014
H 2.83906 -0.89315 -5.88278 0.016
H 4.32803 -1.21051 -4.99374 0.021
H 5.15057 1.79440 -4.02006 0.010
H 5.10906 0.82753 -2.53076 -0.005
H 4.20139 2.33448 -2.61727 0.024
H 3.86668 2.84309 -5.38429 0.080
H 2.85193 4.81852 -6.42107 0.090
H 0.38156 5.11846 -6.32872 0.090
H -1.00977 3.40981 -5.27961 0.072
H -2.55083 2.18991 -4.71672 0.008
H -2.12881 2.43770 -2.99615 0.008
H -2.98409 0.97109 -3.50737 0.012
H -1.14407 0.62859 -6.47989 0.019
H -1.87186 -0.73418 -5.55385 0.024
H -0.16665 -0.80656 -5.97381 0.008
N 0.02647 -2.61499 0.87318 -0.403
S -1.06617 -2.47194 1.81014 0.708
N -0.79553 -1.61919 3.23233 -0.366
S -0.22436 -0.18907 3.20689 0.841
N -0.68177 0.81349 2.16340 -0.356
S 0.15324 1.58859 0.90131 0.716
N 0.63345 0.90431 -0.27245 -0.347
C -1.20366 2.72756 0.58036 -0.297
C -2.46746 2.17977 0.40082 -0.059
C -3.49765 2.98989 -0.04808 -0.073
C -3.26442 4.33215 -0.31950 -0.095
C -1.99411 4.86446 -0.15429 -0.085
C -0.95357 4.05975 0.29036 -0.068
C 1.33561 2.58803 1.81499 -0.326
C 0.96266 3.44632 2.84288 -0.098
C 1.94210 4.17471 3.49503 -0.086
C 3.27816 4.02569 3.12978 -0.082
C 3.63972 3.15536 2.11453 -0.055
C 2.65798 2.43494 1.44031 -0.047
C -0.80539 0.42885 4.77691 -0.299
C -0.59043 -0.31973 5.92800 -0.063
C -1.07367 0.15462 7.13449 -0.073
C -1.77657 1.35465 7.18191 -0.086
C -1.99896 2.08114 6.02282 -0.070
C -1.50767 1.61923 4.80733 -0.058
C 1.53628 -0.20116 3.36585 -0.309
C 2.22958 -0.97324 2.43954 -0.043
C 3.61409 -0.90651 2.43142 -0.039
C 4.27985 -0.09976 3.34473 -0.057
C 3.56968 0.64546 4.27653 -0.074
C 2.18379 0.61050 4.29077 -0.081
C -1.68981 -3.95682 2.60431 -0.291
C -2.51926 -4.76101 1.83312 -0.047
C -2.89439 -6.00661 2.31296 -0.068
C -2.43302 -6.44250 3.54742 -0.094
C -1.58978 -5.63776 4.30136 -0.090
C -1.20804 -4.39003 3.82950 -0.073
C -2.57592 -1.73108 1.18224 -0.325
C -2.71273 -1.72990 -0.19293 -0.087
C -3.85613 -1.16938 -0.75951 -0.073
C -4.82982 -0.61852 0.05282 -0.090
C -4.67886 -0.62949 1.44226 -0.094
C -3.55290 -1.19200 2.01457 -0.084
H -2.63456 1.12943 0.59862 0.085
H -4.48051 2.56161 -0.19835 0.100
H -4.07103 4.95993 -0.67734 0.097
H -1.80541 5.90503 -0.38644 0.100
H 0.04619 4.46250 0.39259 0.114
H -0.07877 3.55035 3.11848 0.100
H 1.66615 4.85553 4.29146 0.098
H 4.04196 4.58934 3.65192 0.100
H 4.67350 2.99075 1.84113 0.097
H 2.91922 1.74700 0.64443 0.111
H -0.05315 -1.25647 5.86772 0.117
H -0.90798 -0.41369 8.04047 0.103
H -2.15690 1.71781 8.12837 0.099
H -2.55717 3.00765 6.05832 0.104
H -1.68020 2.15023 3.88065 0.097
H 1.68473 -1.59369 1.73389 0.063
H 4.20421 -1.44666 1.70355 0.101
H 5.35714 -0.03838 3.28353 0.102
H 4.09236 1.28688 4.97520 0.106
H 1.62567 1.22456 4.98411 0.108
H -2.85338 -4.43006 0.85583 0.105
H -3.53277 -6.63875 1.70985 0.108
H -2.72033 -7.41864 3.91824 0.096
H -1.21891 -5.98456 5.25801 0.097
H -0.54408 -3.75562 4.39901 0.095
H -1.99021 -2.16921 -0.86774 0.051
H -3.94172 -1.20795 -1.83848 0.096
H -5.72026 -0.18231 -0.38465 0.100
H -5.44418 -0.19682 2.07538 0.097
H -3.41854 -1.20703 3.08913 0.107
Br -0.18326 -7.59190 -5.47669 0.610
C -0.70556 -5.93172 -4.70956 -0.791
C -1.87543 -5.82708 -3.99546 -0.795
Br -2.99733 -7.33831 -3.72952 0.606
C -2.23319 -4.57096 -3.46733 -0.621
Br -3.83969 -4.38164 -2.44129 0.695
C -1.49620 -3.38444 -3.62128 -0.509
O -1.88317 -2.25925 -3.14664 -0.278
C -0.20381 -3.51390 -4.35085 -0.532
O 0.58500 -2.52396 -4.49381 -0.347
C 0.10218 -4.79059 -4.86807 -0.647
Br 1.75262 -4.89190 -5.81356 0.668
F 5.86913 1.24458 1.26381 -0.273
C 6.00991 0.21299 0.21222 -0.240
F 6.33402 -0.94800 1.04256 -0.257
H 4.92641 0.01100 0.01077 -0.022
```

***

This record from the OMol25 dataset describes a molecular structure, C53H47GaN6O2P2 in a non-equilibrium geometry. The level of theory is ωB97M-V with the def2-TZVPD basis set.

Summary:
Charge: +2
2S+1: 1
E_tot, eV: -139698.7534

The geometry in XYZ format:
```
111
Properties=species:S:1:pos:R:3:lowdin_charge:R:1
Ga -0.19481 -0.13380 0.42302 0.305
C 1.24663 -3.36387 0.64088 -0.306
N -0.03376 -3.93674 0.88517 -0.174
C -0.72247 -3.29568 2.02695 -0.286
P -1.74470 -1.85138 1.51874 1.073
C -2.62420 -1.27206 2.98105 -0.371
C -3.99014 -1.12208 2.89235 -0.053
C -4.67864 -0.47465 3.94615 -0.031
C -3.96553 -0.08449 5.08066 -0.043
C -2.55513 -0.29134 5.18057 -0.043
C -1.91437 -0.86792 4.08666 -0.120
C -2.92821 -2.46250 0.28086 -0.367
C -3.37004 -3.79154 0.22279 -0.071
C -4.27398 -4.17588 -0.75555 -0.052
C -4.82133 -3.22657 -1.64496 -0.031
C -4.35438 -1.88736 -1.61327 -0.043
C -3.41624 -1.53470 -0.63696 -0.120
C 0.01618 -5.36896 0.74913 -0.301
C 0.50944 -6.15093 1.75623 -0.034
C 0.59436 -7.51845 1.57458 -0.069
C 0.16149 -8.14354 0.41243 -0.056
C -0.31199 -7.34255 -0.63723 -0.040
C -0.36248 -5.94446 -0.43975 -0.020
P 1.24049 -1.88103 -0.45344 1.066
C 0.87712 -2.44696 -2.13012 -0.377
C -0.31594 -2.12707 -2.76296 -0.076
C -0.57591 -2.66824 -4.04701 -0.049
C 0.30931 -3.59263 -4.57206 -0.054
C 1.55234 -3.88687 -3.97060 -0.027
C 1.78678 -3.34159 -2.70523 -0.089
C 3.00906 -1.46266 -0.53474 -0.366
C 3.50783 -0.92828 -1.72518 -0.108
C 4.82909 -0.60215 -1.84065 -0.045
C 5.68176 -0.85060 -0.75296 -0.047
C 5.19812 -1.32220 0.43623 -0.053
C 3.83717 -1.63308 0.55789 -0.094
H 2.01437 -4.06107 0.21374 0.144
H 1.69214 -2.96039 1.55238 0.072
H -0.07026 -2.87215 2.77904 0.073
H -1.34955 -4.06500 2.54633 0.129
H -4.56204 -1.46375 2.04144 0.108
H -5.73395 -0.42339 4.02317 0.103
H -4.48092 0.37103 5.90925 0.108
H -2.01947 0.07094 6.05910 0.113
H -0.81271 -0.95282 4.13599 0.101
H -2.90349 -4.50892 0.91766 0.111
H -4.58736 -5.20391 -0.81474 0.110
H -5.65942 -3.47750 -2.27667 0.109
H -4.74801 -1.11913 -2.24445 0.104
H -3.06440 -0.48943 -0.62862 0.090
H 0.94310 -5.73568 2.70652 0.142
H 0.96913 -8.14243 2.35500 0.105
H 0.19024 -9.21901 0.23704 0.117
H -0.69532 -7.74871 -1.54395 0.100
H -0.75138 -5.30626 -1.24093 0.117
H -1.06209 -1.47771 -2.25704 0.083
H -1.49227 -2.48587 -4.53093 0.097
H 0.06671 -4.07477 -5.52380 0.120
H 2.18234 -4.59679 -4.47440 0.112
H 2.73546 -3.51972 -2.21257 0.111
H 2.81871 -0.66751 -2.58697 0.142
H 5.16915 -0.21361 -2.79831 0.123
H 6.69161 -0.67519 -0.94972 0.100
H 5.90713 -1.43173 1.25603 0.123
H 3.58723 -2.08809 1.50446 0.100
C 3.04413 6.72035 2.77531 -0.103
O 3.14274 6.38169 1.42815 -0.096
C 2.03667 6.70389 0.64872 -0.270
C 2.11973 6.29866 -0.63857 -0.012
C 0.99954 6.40134 -1.53932 0.012
C -0.14978 6.94620 -1.02581 -0.282
C -0.18571 7.50861 0.25116 -0.039
C 0.86427 7.30863 1.08418 -0.018
N -1.40142 6.97322 -1.72826 0.103
N -2.20177 6.03037 -1.76869 0.091
C -1.98401 4.84386 -1.02056 -0.218
C -1.76237 4.71524 0.28363 0.006
C -1.59196 3.41219 0.85944 0.030
C -1.64270 2.27781 0.09090 -0.304
O -1.51005 1.07303 0.71746 -0.158
C -1.73323 2.44630 -1.33188 -0.172
N -1.46303 1.32332 -2.05666 0.103
C -1.46093 1.45068 -3.34064 -0.154
C -1.74335 2.64903 -4.01937 -0.027
C -2.02065 3.78357 -3.28238 0.012
C -2.05150 3.69551 -1.88595 -0.086
H 3.96727 6.45205 3.24198 0.086
H 2.24237 6.15081 3.26314 0.096
H 2.83630 7.78221 3.00308 0.108
H 3.02278 5.85021 -1.03389 0.110
H 0.94564 5.97381 -2.53986 0.120
H -1.08335 8.02178 0.61064 0.138
H 0.75695 7.69119 2.07303 0.110
H -1.58679 5.54047 0.91034 0.095
H -1.41784 3.23378 1.95499 0.140
H -1.15743 0.57127 -3.89971 0.103
H -1.79264 2.61289 -5.15036 0.136
H -2.29838 4.75558 -3.73766 0.134
N 1.15550 0.30138 1.94415 0.130
C 1.79787 1.38516 1.20156 -0.252
C 2.86043 2.26455 1.49220 0.059
C 3.21644 3.13871 0.47799 -0.008
C 2.58313 3.06955 -0.73306 -0.026
C 1.55326 2.22619 -0.91728 -0.065
N 1.21604 1.32989 -0.00534 0.065
H 1.76020 -0.45239 2.16641 0.087
H 0.73937 0.54863 2.82641 0.123
H 3.40554 2.34238 2.42155 0.128
H 3.97984 3.87306 0.71906 0.131
H 2.83335 3.72172 -1.55570 0.120
H 0.98197 2.19505 -1.81821 0.124
```

***

Per-record E_HOMO, eV: -8.787, -1.138, -11.963
Per-record relative energy (zero: lowest compared OMol25 entry of this formula, charge and spin), kcal/mol: 0.0, 0.0, 0.0